CH2ClN3O3 | ωB97M-V/def2-TZVPD

Values from the calculation:
LUMO level (eV): 0.5
Strongest force on any atom (eV/A): 5.46
Frontier orbital gap (eV): 10.88
Net charge: 0

Each atom is followed by the atoms it is bonded to, with distances in Å.
Element x y z (Å)
1 Cl 2.22916 0.05450 1.00643  N7 1.669
2 O 0.46000 1.57758 -0.83692  C8 1.195
3 O -1.47191 -0.04590 1.13918  N6 1.168
4 O 0.04649 0.08921 2.63041  N6 1.176
5 N -0.49217 -0.41277 -1.46638  C8 1.312, H9 0.925, H10 1.059
6 N -0.37460 0.00262 1.53589  O3 1.168, O4 1.176, N7 1.421
7 N 0.64560 -0.25596 0.58080  Cl1 1.669, N6 1.421, C8 1.533
8 C 0.14367 0.43468 -0.69236  O2 1.195, N5 1.312, N7 1.533
9 H -0.17859 -1.28025 -1.53976  N5 0.925
10 H -1.00765 -0.16372 -2.35730  N5 1.059

What are the Mulliken partial charges on each atom? They are as follows, in elementary charge units:
1 Cl 0.014
2 O -0.490
3 O -0.596
4 O -0.629
5 N -0.320
6 N 1.194
7 N -0.187
8 C 0.538
9 H 0.216
10 H 0.260